(1)
18
Properties=species:S:1:pos:R:3:forces:R:3 method="wB97M-V/def2-TZVPD" spin_multiplicity=1 e_tot_ha=-398.06487 max_force_ev_per_a=4.7 orbital_gap_ev=9.789 relative_energy_kcal_mol=132.13
C -2.281627 1.661795 0.439473 -0.32 1.31 -3.46
C -1.845470 0.335026 1.037775 -3.73 -0.78 0.07
C -0.895924 -0.732398 -0.857797 -3.28 -1.85 1.95
C 0.388445 -0.627757 -0.324088 2.46 1.53 -0.20
C 1.640374 -1.316443 -0.651131 -3.26 -1.66 -1.15
C 0.823879 0.532053 0.205338 1.30 3.36 1.94
H -3.440208 1.264140 0.022154 2.97 2.57 1.50
H -1.925555 2.857100 0.975274 -1.73 -3.99 -1.59
H -1.682735 1.493400 -0.823266 -1.70 1.66 4.02
H -0.990919 0.326253 1.598335 2.99 0.00 0.30
H -2.487070 -0.131903 1.917671 0.03 1.00 -2.20
H -0.756616 -1.359443 -1.729061 -1.70 0.14 -0.84
H 1.574335 -2.285793 -1.312354 1.03 1.86 1.83
H 2.778604 0.915083 0.965935 -0.80 0.34 -0.89
H 0.471884 1.473702 0.676671 -0.71 -1.09 -0.86
N -2.026076 -0.422582 -0.237955 3.19 -2.08 -0.75
N 2.618607 -0.661712 -0.151769 3.03 -0.88 -1.61
N 2.190359 0.560553 0.191327 0.23 -1.44 1.94



(2)
18
Properties=species:S:1:pos:R:3:forces:R:3 method="wB97M-V/def2-TZVPD" spin_multiplicity=3 s2=2.020 e_tot_ha=-398.03012 max_force_ev_per_a=4.1 orbital_gap_ev="6.973 / 8.722" relative_energy_kcal_mol=43.06
C 0.435454 -1.106440 1.461581 -1.82 2.10 1.26
C 0.884401 -1.435038 -0.633485 0.81 -1.03 2.99
C -0.546378 -0.102563 0.903090 2.84 -1.82 -0.64
C -1.037378 1.121533 1.602342 1.28 1.13 0.63
C -1.820193 -0.106045 1.819486 -3.34 -0.65 -1.24
C 1.422390 0.449149 -2.436329 1.51 2.07 3.15
N 1.110955 -1.825740 0.638423 0.88 -1.43 -2.19
N 0.091860 -0.306644 -0.669097 -2.20 0.42 1.35
N 0.165506 0.583584 -1.659150 -0.20 -0.02 -0.38
H 0.332859 -1.306383 2.525250 0.58 -0.17 -0.10
H 1.373890 -1.980990 -1.438994 -0.59 0.56 -0.04
H -0.528460 1.619242 2.469844 -0.06 -0.87 -0.90
H -1.408524 1.884520 0.957455 -0.57 0.25 -0.59
H -2.917616 -0.239930 1.457497 2.14 0.60 0.25
H -1.760201 -0.548138 2.831230 0.54 -0.19 -0.92
H 2.280246 0.098543 -1.658635 -1.55 1.47 -1.80
H 1.571924 -0.244016 -3.227293 -0.83 -0.70 -0.99
H 1.522335 1.536062 -2.778991 0.58 -1.74 0.16



(3)
21
Properties=species:S:1:pos:R:3:forces:R:3 method="wB97M-V/def2-TZVPD" spin_multiplicity=1 e_tot_ha=-623.77913 max_force_ev_per_a=5.7 orbital_gap_ev=10.505 relative_energy_kcal_mol=156.65
N 2.156274 1.961202 -0.048690 -1.02 0.47 1.30
C 1.749377 0.646465 0.138475 2.22 0.95 -0.21
N 2.538664 -0.412069 0.228777 -5.60 0.56 0.98
N 3.854392 -0.455074 0.055314 -1.12 -1.35 1.09
O 4.436900 -1.274558 0.697742 0.94 -1.08 1.48
O 4.313155 0.171018 -0.812393 2.39 3.24 -3.54
O 0.403642 0.655498 0.246458 1.42 0.22 0.23
C -0.309631 -0.491677 -0.042351 -1.03 -1.82 -0.71
C -1.086939 -0.548307 -1.354431 -0.55 -1.24 1.88
C -1.823167 -0.434404 -0.035454 0.84 0.45 -1.23
C -2.973952 -1.061811 0.630570 -1.49 -3.08 -0.04
C -2.965559 0.415636 0.475325 -0.21 0.71 -1.69
H 3.117376 2.194652 0.221340 -0.63 -0.23 -0.37
H 1.418801 2.670908 0.261091 1.60 -1.50 -0.71
H 0.240510 -1.428298 0.208302 -0.68 0.85 0.11
H -1.109705 0.172936 -2.097127 0.10 2.05 -0.71
H -1.100815 -1.482891 -1.850871 0.06 -1.17 -0.10
H -2.794510 -1.224034 1.698261 -0.14 -0.83 -0.44
H -3.693237 -1.902240 0.123235 1.85 2.55 1.08
H -3.673809 1.031144 -0.160658 1.21 -1.00 0.66
H -2.697772 0.795902 1.417092 -0.16 1.26 0.94



(4)
22
Properties=species:S:1:pos:R:3:forces:R:3 method="wB97M-V/def2-TZVPD" spin_multiplicity=3 s2=2.011 e_tot_ha=-1022.03704 max_force_ev_per_a=7.3 orbital_gap_ev="5.790 / 6.700" relative_energy_kcal_mol=4.53
C -0.164155 0.687904 0.542156 -2.80 -6.01 -2.98
C -1.129748 -0.292643 1.078380 1.83 1.44 -0.84
C -1.134219 1.280468 -1.936203 3.16 4.44 -1.13
C 1.234814 2.396806 0.613534 -1.40 1.65 -1.50
C 0.374747 0.439251 -0.875883 0.45 1.86 3.01
C 1.051296 -1.803486 -1.132511 1.72 -1.73 1.95
N 0.252466 1.637560 1.259383 2.08 3.41 2.21
N -1.261605 -0.340103 2.395628 2.20 1.85 4.29
N -1.983973 0.411089 -2.257744 -0.02 -3.07 2.66
O -1.784784 -1.050548 0.380015 -1.17 -1.07 -1.89
O -0.867047 2.408229 -2.258467 -0.69 -1.04 0.39
O 0.447549 -0.667802 -1.618492 -0.93 0.64 -0.86
S 1.738157 1.547541 -0.957981 -0.13 0.04 -0.15
H 0.883554 3.478253 0.373616 0.29 -1.52 -0.02
H 2.092183 2.548375 1.197455 1.51 0.00 0.85
H 2.151728 -1.680376 -0.934078 -1.01 0.42 0.40
H 1.078111 -2.577633 -1.848447 -0.43 -0.43 -1.61
H 0.512652 -2.315905 -0.311116 0.27 0.94 0.12
H -0.640104 0.092316 3.160142 -1.05 -0.44 -2.63
H -1.956075 -0.858477 2.836370 -1.44 -1.25 0.03
H -2.011605 -0.324034 -1.537647 -0.47 -0.55 -0.44
H -2.621377 0.507502 -2.965925 -1.97 0.43 -1.83